84
Properties=species:S:1:pos:R:3 method="wB97M-V/def2-TZVPD" total_charge=+1 homo_energy_ev=-8.11 orbital_gap_ev=4.6605
Sn 0.2402 -0.5462 -0.0611
O 2.2670 0.1955 -0.0987
N 2.4657 1.5003 -0.2648
C 3.7259 1.9438 -0.0566
C 4.0487 3.2596 -0.2308
C 3.0517 4.1476 -0.6335
C 1.7777 3.6812 -0.8434
C 1.4651 2.3286 -0.6605
S -0.1368 1.7375 -0.9302
H 4.4137 1.1671 0.2390
H 5.0650 3.5820 -0.0616
H 3.2781 5.1941 -0.7858
H 0.9824 4.3399 -1.1620
C -4.2396 -1.5503 6.0217
C -3.7322 -0.1267 5.8678
N -2.6244 -0.0399 4.9030
C -2.9427 -0.0695 3.5935
C -2.0550 -0.0506 2.5628
C -2.6477 -0.2829 1.1858
O -3.8441 -0.1373 1.0487
O -1.8273 -0.7410 0.2994
C -0.6723 0.1028 2.8598
O 0.2563 0.2160 2.0207
C -0.3200 0.0803 4.2751
C 1.0347 0.0941 4.6308
C 1.3953 -0.0207 5.9350
F 2.7003 0.0484 6.2773
C 0.4479 -0.2078 6.9555
C -0.8901 -0.1984 6.6099
C -1.2938 -0.0269 5.2748
N 0.8608 -0.4058 8.2806
C 0.1099 0.0669 9.4124
C -0.3835 -1.0975 10.2588
N 0.8264 -1.9006 10.6785
C 1.6154 -2.3842 9.4806
C 2.0247 -1.1810 8.6425
H -5.0783 -1.5779 6.7177
H -3.4521 -2.2088 6.3942
H -4.5804 -1.9465 5.0649
H -3.3961 0.2761 6.8194
H -4.5176 0.5395 5.5159
H -3.9972 -0.1296 3.3496
H 1.7818 0.1940 3.8540
H -1.6266 -0.4000 7.3740
H -0.7334 0.6773 9.0998
H 0.7497 0.7083 10.0382
H -1.0092 -1.7712 9.6758
H -0.9113 -0.7826 11.1567
H 0.5484 -2.6884 11.2631
H 1.4319 -1.3074 11.2512
H 0.9549 -3.0460 8.9230
H 2.4727 -2.9439 9.8493
H 2.5447 -1.5466 7.7634
H 2.7399 -0.5665 9.2064
C 0.7835 -3.6430 3.1833
C -0.5030 -3.2770 2.4426
C -1.7250 -3.4582 3.3405
C -0.6020 -4.0036 1.1181
C -1.2720 -5.2146 1.0154
C -1.3796 -5.8663 -0.2010
C -0.8137 -5.2861 -1.3261
C -0.1123 -4.0876 -1.2642
C 0.4973 -3.5587 -2.5515
C 0.0104 -2.1618 -2.9780
C 2.0276 -3.6326 -2.5401
C 0.0372 -3.4399 -0.0176
N 0.8791 -2.3449 0.1708
H 0.8415 -3.1230 4.1478
H 1.6516 -3.3675 2.5834
H 0.8209 -4.7196 3.3747
H -0.4265 -2.2212 2.1833
H -1.7777 -4.4665 3.7614
H -2.6526 -3.2721 2.7944
H -1.6732 -2.7588 4.1848
H -1.7317 -5.6542 1.8944
H -1.9090 -6.8074 -0.2774
H -0.9145 -5.7817 -2.2861
H 0.1518 -4.2457 -3.3278
H 0.7456 -1.3894 -2.7350
H -0.9526 -1.9042 -2.5249
H -0.1198 -2.1165 -4.0611
H 2.4286 -2.9970 -1.7499
H 2.4319 -3.3048 -3.5020
H 2.3627 -4.6560 -2.3619


90
Properties=species:S:1:pos:R:3 method="wB97M-V/def2-TZVPD" total_charge=-1 homo_energy_ev=-4.91 orbital_gap_ev=5.7475
O 0.0397 -5.4845 4.0156
P 1.1115 -4.9566 2.9488
C 0.3269 -4.0721 1.4503
O 1.2498 -4.4224 0.3594
C -1.1183 -4.6519 0.8400
O -1.8394 -5.7138 1.2069
O -1.3842 -3.6004 -0.1860
C -0.9314 -2.2106 0.1563
C -0.0089 -1.8589 -1.1608
C 0.0990 -0.2647 -1.5224
C 1.3662 0.5119 -0.7763
C 2.6871 0.3313 -1.7301
C 4.0645 -0.0931 -0.9001
C 3.8491 -1.3516 0.1289
C 5.2580 -1.9166 0.8056
S 5.8361 -0.8420 2.2699
C 4.5548 -1.0683 3.6679
N 3.7464 0.0376 4.3157
N 2.8728 -0.4219 5.2928
C 3.1224 -1.9338 5.2701
O 4.1768 -2.3700 4.2989
C -2.3925 -1.4245 0.1658
O -2.5839 -0.1558 0.5346
O -3.6283 -2.1778 -0.2315
C -0.1847 -2.5013 1.6044
C -0.9640 -2.1483 3.0022
C -0.3305 -0.8346 3.8093
S -1.2033 0.7823 3.4031
C 0.0872 2.0712 2.9739
N 0.0243 3.5827 2.9594
N 1.3023 3.9764 2.5870
C 2.1729 2.7561 2.3704
O 1.3967 1.5221 2.5868
H 1.9145 -6.0582 2.4034
H 2.0341 -4.0523 3.5869
H 0.9715 -5.3244 -0.0264
H -0.5592 -2.3732 -2.0858
H 1.0816 -2.2827 -1.1245
H -0.8858 0.3505 -1.3807
H 0.3534 -0.2063 -2.6873
H 1.4938 0.1489 0.3288
H 1.1606 1.6853 -0.7125
H 2.5350 -0.4902 -2.5778
H 2.8950 1.3438 -2.3165
H 4.5762 0.8559 -0.4037
H 4.8300 -0.4443 -1.7450
H 3.1541 -1.0711 1.0392
H 3.3183 -2.2123 -0.4988
H 4.9675 -2.9636 1.2969
H 6.1190 -2.0779 0.0140
H 2.5767 -2.7380 5.9227
H 0.8412 -1.9001 1.5259
H -2.1099 -1.9271 2.8937
H -0.8843 -3.0450 3.7865
H 0.8300 -0.7911 3.6617
H -0.5347 -1.0573 4.9636
H 3.3068 2.6510 2.0679
N -0.5437 5.9273 -1.5168
C -1.7291 6.5713 -1.5910
C -2.4817 6.9301 -0.4843
C -1.9931 6.6064 0.7770
C -0.7761 5.9415 0.8860
C -0.0942 5.6279 -0.2788
H -2.0694 6.7989 -2.5970
H -3.4262 7.4490 -0.6029
H -2.5557 6.8702 1.6678
H -0.3683 5.6746 1.8543
H 0.8616 5.1124 -0.2461
N -8.6975 -2.7583 -1.2403
C -7.5787 -2.5826 -0.5037
C -6.3742 -3.2142 -0.7692
C -6.3115 -4.0826 -1.8538
C -7.4476 -4.2857 -2.6303
C -8.6055 -3.6059 -2.2879
H -7.6791 -1.8981 0.3336
H -5.5062 -3.0336 -0.1453
H -5.3850 -4.5968 -2.0922
H -7.4315 -4.9565 -3.4818
H -9.5176 -3.7281 -2.8653
N 0.6039 3.2457 -4.1050
C 0.8761 4.5561 -3.9201
C 1.8254 5.2561 -4.6474
C 2.5438 4.5718 -5.6221
C 2.2876 3.2211 -5.8347
C 1.3162 2.6085 -5.0594
H 0.2916 5.0450 -3.1461
H 2.0006 6.3091 -4.4582
H 3.2970 5.0866 -6.2114
H 2.8307 2.6595 -6.5862
H 1.0771 1.5568 -5.1900


89
Properties=species:S:1:pos:R:3 method="wB97M-V/def2-TZVPD" total_charge=+1 homo_energy_ev=-10.19 relative_energy_kcal_mol=12.90 orbital_gap_ev=7.0250
Ti -0.3193 0.4486 1.4036
N 0.3542 -1.5696 2.2659
C -0.5769 -2.0210 3.3159
C -1.9085 -1.3425 3.1118
O -2.9579 -1.8854 3.3887
N -1.7432 -0.0576 2.6513
C -2.8614 0.8699 2.8088
C -2.4997 2.1202 2.0492
O -3.2376 3.0376 1.8533
O -1.2254 2.0532 1.6029
H 0.2757 -2.1486 1.4362
H 1.3070 -1.6452 2.5831
H -0.2122 -1.6691 4.2777
H -0.6928 -3.0949 3.3719
H -2.9993 1.1371 3.8539
H -3.8032 0.4781 2.4529
Br 2.0933 1.9077 5.2829
C 2.9538 1.0723 3.8401
C 4.3339 0.7920 3.9174
C 4.9721 0.1823 2.8811
Br 6.8162 -0.1753 3.0304
C 4.2622 -0.1948 1.7142
C 4.8200 -0.8449 0.5863
C 4.0204 -1.1689 -0.4714
C 2.6472 -0.8577 -0.4133
N 2.0906 -0.2574 0.6079
C 2.8861 0.0935 1.6631
C 2.2250 0.7554 2.7275
O 0.9237 1.0249 2.5955
H 4.8816 1.0687 4.8112
H 5.8762 -1.0801 0.5762
H 4.4234 -1.6653 -1.3473
H 1.9891 -1.1256 -1.2360
C 2.1592 2.6762 -3.1737
N 1.4378 1.6822 -2.3834
C 0.7329 0.6748 -3.1629
C 1.1453 1.8706 -1.0811
N 0.0204 1.3792 -0.5549
C -1.1999 1.7705 -1.1869
C -1.2986 2.9446 -1.8901
C -2.5399 3.4528 -2.3294
C -3.6936 2.8176 -2.0004
C -3.6483 1.6058 -1.2740
C -4.8501 0.9606 -0.8977
C -4.8288 -0.2256 -0.2270
C -3.5984 -0.8485 0.0439
C -2.4157 -0.2587 -0.3084
N -1.1896 -1.0012 -0.1036
C -1.1169 -2.1496 -0.7192
N -1.7821 -2.4447 -1.8575
C -2.2270 -1.4284 -2.8134
C -2.2332 -3.8054 -2.1577
N -0.2302 -3.1280 -0.2070
C -0.7709 -4.0500 0.8102
C 0.6370 -3.7865 -1.1867
C -2.3982 1.0303 -0.9241
N 2.0291 2.5218 -0.3177
C 3.4684 2.5015 -0.5626
C 1.5875 3.3592 0.8034
H 1.5370 2.9640 -4.0248
H 3.1041 2.2847 -3.5536
H 2.3535 3.5669 -2.5815
H -0.0950 1.1183 -3.7223
H 0.3337 -0.0877 -2.4993
H 1.4288 0.2179 -3.8701
H -0.4098 3.5487 -2.0464
H -2.5659 4.3851 -2.8791
H -4.6585 3.2345 -2.2705
H -5.7929 1.4428 -1.1379
H -5.7518 -0.7024 0.0873
H -3.5796 -1.8163 0.5352
H -1.6007 -0.5442 -2.7520
H -3.2653 -1.1313 -2.6531
H -2.1310 -1.8527 -3.8143
H -2.2604 -4.4218 -1.2665
H -1.6143 -4.2870 -2.9166
H -3.2521 -3.7462 -2.5394
H 0.0013 -4.2915 1.5430
H -1.1051 -4.9905 0.3694
H -1.6128 -3.5908 1.3321
H 0.9320 -3.0815 -1.9636
H 0.1652 -4.6508 -1.6612
H 1.5376 -4.1353 -0.6783
H 3.8420 3.4776 -0.8800
H 3.7199 1.7580 -1.3159
H 3.9722 2.2370 0.3691
H 0.5354 3.2114 1.0008
H 1.7626 4.4092 0.5602
H 2.1595 3.1148 1.6986


97
Properties=species:S:1:pos:R:3 method="wB97M-V/def2-TZVPD" homo_energy_ev=-5.27 relative_energy_kcal_mol=142.08 orbital_gap_ev=3.8251
Sc -0.2334 0.6270 -0.6268
O 1.2981 1.6895 3.7959
C 1.5085 1.2053 2.5994
O 1.7014 1.8402 1.5862
C 1.3658 -0.2897 2.5516
C 1.9931 -1.2074 3.3854
C 1.6980 -2.5580 3.1995
C 0.7399 -2.9331 2.2822
C 0.1336 -1.9353 1.5058
N 0.5035 -0.6403 1.6145
C -0.9510 -2.0743 0.5646
O -1.4791 -3.2745 0.2611
O -1.4286 -1.0719 0.0218
H 1.0833 2.6516 3.8340
H 2.6906 -0.8815 4.1390
H 2.1911 -3.3093 3.7970
H 0.4561 -3.9699 2.1747
H -1.1017 -3.9839 0.7982
C 3.9891 6.8110 -3.1470
C 4.4204 5.9591 -1.9541
N 3.3956 5.0129 -1.5511
C 3.5073 3.6886 -1.8663
C 2.5156 2.7828 -1.6557
C 2.5954 1.2574 -1.7840
O 3.4633 0.7306 -2.4622
O 1.7024 0.6554 -1.1095
C 1.2918 3.2595 -1.0890
O 0.1783 2.7160 -1.2411
C 1.4784 4.4273 -0.2661
C 0.8887 4.5560 0.9805
C 1.0465 5.6981 1.7060
F 0.7502 5.6426 3.0146
C 1.4841 6.8665 1.0398
C 2.2566 6.6749 -0.0977
C 2.4207 5.3935 -0.6566
N 1.0045 8.1596 1.3800
C -0.0807 8.4386 0.4233
C -0.8456 9.7045 0.7654
N -1.3608 9.5570 2.1417
C -0.1922 9.5225 3.0464
C 0.5120 8.2148 2.7585
H 4.8015 7.4700 -3.4439
H 3.1214 7.4160 -2.8954
H 3.7372 6.1806 -3.9953
H 4.6460 6.6063 -1.1004
H 5.3264 5.4001 -2.2019
H 4.4393 3.3753 -2.3171
H 0.3536 3.7155 1.4033
H 2.7110 7.5394 -0.5525
H -0.8255 7.6194 0.4470
H 0.3496 8.5293 -0.5743
H -1.6771 9.8018 0.0716
H -0.2113 10.5920 0.7144
H -1.8524 8.6234 2.1875
H -2.0207 10.2960 2.3917
H -0.5121 9.5307 4.0858
H 0.4413 10.3870 2.8407
H -0.2473 7.4467 2.9501
H 1.3620 8.0760 3.4259
Se -1.3559 3.7721 4.3979
Sb -2.4343 3.5268 2.2119
Se -1.2859 1.8249 0.8888
Se -4.8460 3.2458 2.4164
Se -2.3818 5.9465 1.7221
O -5.2543 -2.4364 -2.4540
C -4.7816 -3.6983 -2.8758
N -3.3528 -3.6594 -2.8172
C -2.5886 -3.4795 -3.9346
O -2.9707 -3.7518 -5.0521
C -1.2320 -2.9264 -3.6560
C -0.1054 -3.2869 -4.3880
C 1.0925 -2.6537 -4.1047
C 1.1336 -1.6926 -3.1039
N 0.0546 -1.3304 -2.4192
C -1.0950 -1.9187 -2.7101
H -6.2166 -2.4436 -2.4372
H -5.0653 -3.9084 -3.9147
H -5.1614 -4.4875 -2.2100
H -2.9746 -3.3760 -1.9245
H -0.1881 -4.0426 -5.1557
H 1.9921 -2.8899 -4.6478
H 2.0552 -1.1843 -2.8448
H -1.9692 -1.5606 -2.1811
C -4.1599 0.6399 -0.1389
P -3.1892 1.4565 -1.4702
C -3.1984 3.2880 -1.3269
C -4.2923 1.1696 -2.8983
O -1.8601 0.8649 -1.8536
H -4.9100 1.3322 0.2513
H -3.5539 0.2843 0.6977
H -4.6485 -0.2196 -0.5987
H -3.9317 3.6212 -0.5846
H -3.4694 3.6950 -2.2995
H -2.2012 3.6573 -1.0701
H -5.2669 1.6271 -2.7526
H -4.4149 0.0956 -3.0379
H -3.8184 1.5819 -3.7889


82
Properties=species:S:1:pos:R:3 method="wB97M-V/def2-TZVPD" homo_energy_ev=-4.89 relative_energy_kcal_mol=0.00 orbital_gap_ev=5.1327
K -0.2123 -0.0910 1.3428
C 2.1810 2.2515 3.5381
C 1.0517 2.9222 4.3274
C 1.0742 2.4695 5.7820
C -0.2871 2.7073 3.6425
C -0.5019 3.2710 2.3861
C -1.7015 3.1062 1.7123
C -2.7439 2.3751 2.2722
C -4.0505 2.2023 1.5510
C -2.5317 1.8113 3.5244
C -1.3273 1.9695 4.1981
H 3.1481 2.4366 4.0098
H 2.2297 2.6330 2.5174
H 2.0298 1.1713 3.4810
H 1.2435 4.0007 4.3141
H 0.9398 1.3872 5.8605
H 0.2854 2.9454 6.3655
H 2.0331 2.7159 6.2393
H 0.2921 3.8539 1.9308
H -1.8199 3.5463 0.7288
H -4.4921 1.2329 1.7775
H -3.9091 2.2695 0.4716
H -4.7612 2.9798 1.8410
H -3.3187 1.2210 3.9772
H -1.2134 1.5119 5.1724
N 2.5249 -2.6483 4.5416
C 1.8425 -1.5147 4.3419
N 1.5708 -1.3804 3.0650
C 2.1183 -2.4998 2.5122
N 2.7232 -3.2863 3.3769
C 2.0717 -2.8200 1.0693
C 2.7515 -3.9367 0.5798
N 2.7609 -4.2462 -0.7047
C 2.0713 -3.4397 -1.5121
C 1.3919 -2.3376 -1.0311
N 1.4045 -2.0099 0.2588
H 2.8722 -3.0425 5.3985
H 1.5692 -0.8337 5.1312
H 3.2931 -4.5821 1.2596
H 2.0707 -3.6775 -2.5685
H 0.8389 -1.6870 -1.6993
C 2.9257 2.4845 -6.2019
C 2.1232 1.2139 -6.4470
N 0.9535 1.1095 -5.5762
C -0.2541 1.7966 -6.0212
C -1.0118 1.0510 -7.1111
C 1.1756 0.6838 -4.3043
O 2.2887 0.3879 -3.8967
C 0.0010 0.5395 -3.3781
C -1.1060 -0.2464 -3.6686
C -2.0728 -0.4278 -2.6946
C -1.9045 0.1958 -1.4674
N -0.8482 0.9584 -1.1753
C 0.0859 1.1059 -2.1125
H 3.7682 2.5365 -6.8920
H 3.3130 2.4907 -5.1843
H 2.3147 3.3763 -6.3527
H 2.7482 0.3401 -6.2744
H 1.7676 1.1752 -7.4774
H 0.0392 2.7846 -6.3893
H -0.9015 1.9673 -5.1641
H -0.3925 0.8957 -7.9946
H -1.8882 1.6243 -7.4145
H -1.3464 0.0752 -6.7601
H -1.1924 -0.7317 -4.6324
H -2.9347 -1.0561 -2.8717
H -2.6246 0.0626 -0.6683
H 0.9578 1.6959 -1.8510
C -2.9827 -1.1182 1.6821
C -2.2160 -2.2895 1.6599
C -1.9217 -3.0022 0.4528
C -1.1279 -4.1304 0.4354
C -0.5369 -4.6311 1.5953
C -0.7920 -3.9498 2.7869
C -1.5865 -2.8234 2.8310
H -3.3261 -0.7323 2.6351
H -3.6132 -0.8859 0.8300
H -2.3742 -2.6546 -0.4717
H -0.9601 -4.6434 -0.5075
H 0.0741 -5.5236 1.5753
H -0.3583 -4.3247 3.7105
H -1.7765 -2.3378 3.7840